{"formula": "C12H20Cl2O3Tc", "method": "wB97M-V/def2-TZVPD", "total_charge": -2, "total_energy_ha": -1696.10533, "s2": 3.8130, "gap_ev": [4.630, 5.723], "e_homo_ev": [0.979, -0.133], "spin_multiplicity": 4, "elements": ["C", "C", "C", "C", "C", "C", "C", "C", "C", "C", "Tc", "Cl", "Cl", "O", "H", "H", "H", "H", "H", "H", "H", "H", "H", "H", "H", "H", "H", "H", "H", "H", "O", "H", "C", "C", "O", "H", "H", "H"], "coordinates": [[0.237373, 1.168916, -0.891882], [0.291102, -0.135279, -1.533635], [1.035953, -1.016005, -0.740842], [-0.179548, -0.425291, -2.878551], [1.511088, -0.337932, 0.388415], [1.004637, 1.022565, 0.368952], [1.698010, 2.162755, 1.038219], [0.119305, 2.481471, -1.605223], [1.381017, -2.402743, -1.107492], [2.473317, -0.872549, 1.362311], [-1.068804, 0.819204, 0.690751], [-2.311063, -2.283054, -1.170041], [-2.735189, 1.177979, -0.857789], [-0.878597, 0.192260, 2.551397], [-0.582045, 0.473456, -3.342096], [-0.997768, -1.164536, -2.829674], [0.643350, -0.852271, -3.460375], [0.523906, -2.926218, -1.554020], [1.629514, -2.953495, -0.190697], [2.247174, -2.432443, -1.794991], [2.174651, -1.867785, 1.695302], [2.510122, -0.238757, 2.248357], [3.470476, -0.943308, 0.912916], [1.876253, 1.925113, 2.090427], [1.091105, 3.068809, 1.017076], [2.665956, 2.371880, 0.563864], [-0.737849, 2.463823, -2.290474], [1.045458, 2.677292, -2.177163], [-0.050509, 3.278381, -0.865819], [-0.390270, -0.612944, 2.765837], [-1.509805, 2.497074, 1.549884], [-1.362925, 2.403140, 2.516272], [-3.262145, -1.300861, 1.314111], [-1.811767, -1.287425, 0.918996], [-0.976392, -2.161609, 1.085349], [-3.478003, -0.470287, 2.006629], [-3.443210, -2.269233, 1.820351], [-3.853877, -1.230096, 0.385347]], "atomic_forces_ev_per_a": [[1.2, -0.6, 0.4], [1.1, 0.5, 0.7], [0.0, 1.0, -0.2], [-0.8, -0.5, -0.6], [-0.3, 0.7, -0.6], [0.2, -0.4, -1.1], [0.0, 0.1, 0.4], [-0.1, 0.0, -0.1], [-0.1, -0.8, 0.2], [-0.1, -0.2, 0.5], [-2.1, -2.6, 1.3], [-0.8, -1.0, -2.2], [-0.8, 0.4, -0.9], [0.9, 0.5, 1.4], [0.1, 0.0, -0.3], [0.2, 0.1, -0.1], [0.0, 0.1, -0.3], [0.2, 0.2, 0.0], [0.1, -0.1, -0.3], [-0.2, -0.1, 0.1], [0.1, -0.2, 0.0], [0.2, 0.0, 0.1], [0.2, 0.0, 0.2], [0.1, 0.1, 0.0], [0.0, 0.0, 0.0], [0.0, 0.0, 0.0], [0.2, 0.1, 0.1], [-0.2, 0.1, 0.1], [0.1, -0.1, -0.4], [-0.2, 0.1, -0.4], [0.1, 2.0, 1.4], [0.0, -0.1, -0.9], [-0.6, -0.5, 0.5], [1.8, 0.7, -1.0], [-0.3, 0.1, 1.8], [0.1, -0.2, -0.2], [-0.2, 0.3, -0.2], [0.2, 0.1, 0.8]]}